Molecular formula: C4H5O2
Method: DFT, the ωB97M-V functional and the def2-TZVPD basis

Computed properties:
Charge ... +1
Kohn-Sham gap ... 0.265 Ha
E ... -8313.418 eV
HOMO ... -13.84 eV
Multiplicity ... 1

Geometry (Å):
C 0.523715 -0.658723 -0.154247
C -2.672107 0.925067 -0.059851
C 1.789727 -0.853910 0.328435
C 2.773813 0.004208 -0.033081
O 3.413801 0.849077 -0.395557
O -2.180488 -0.009884 -0.656734
H -0.165905 -1.351868 0.122259
H 0.231576 0.000699 -0.899607
H -2.047406 1.300968 0.816794
H -3.744954 1.294066 -0.118205
H 2.078232 -1.499700 1.049799

Forces on the atoms, in the same order (eV/Å):
3.53 -0.54 0.36
0.45 -0.90 1.75
-2.27 1.29 -1.43
0.27 2.26 -1.21
0.52 -0.42 0.17
-0.83 0.90 -0.33
-2.17 -1.68 1.01
-0.24 1.43 -1.12
-0.79 0.44 -0.82
1.10 -0.33 -0.53
0.43 -2.46 2.16

=====

Molecular formula: C4H7NO2
Method: DFT, the ωB97M-V functional and the def2-TZVPD basis

Computed properties:
Kohn-Sham gap ... 0.355 Ha
E ... -9844.573 eV
HOMO ... -8.82 eV
Multiplicity ... 1

Geometry (Å):
O 2.118891 0.113781 -0.193638
C 1.367978 0.949221 0.565734
C 1.110741 2.206854 0.214604
N -1.272270 -0.331859 -0.185812
C -2.301100 -0.814292 -0.744149
C 0.634416 -2.448689 0.585319
O -0.152238 -3.265206 0.608286
H 1.973322 -0.789547 0.121646
H 0.972936 0.521599 1.487425
H 0.526546 2.841815 0.870390
H 1.492460 2.619353 -0.713980
H -0.935640 0.510990 -0.658617
H -2.782976 -0.399289 -1.636698
H -2.753066 -1.714731 -0.320510

Forces on the atoms, in the same order (eV/Å):
-0.02 -0.12 0.02
-0.17 0.39 0.12
0.10 -0.14 0.03
-0.33 -0.07 -0.28
0.16 0.02 0.13
-0.93 -1.07 0.07
0.92 0.94 -0.01
0.04 0.13 -0.08
0.06 0.07 -0.15
0.09 -0.11 -0.08
-0.02 -0.04 0.11
-0.02 -0.09 0.07
0.07 0.02 0.12
0.05 0.07 -0.07

=====

Molecular formula: C2N2O3
Method: DFT, the ωB97M-V functional and the def2-TZVPD basis

Computed properties:
Kohn-Sham gap (spin up / spin down) ... 0.300 / 0.300 Ha
SMILES string ... N#CN=O.O=C=O
E ... -11193.000 eV
HOMO (spin up / spin down) ... -10.69 / -10.69 eV
Multiplicity ... 1

Geometry (Å):
N -0.889435 0.527244 -2.392863
C -0.026319 0.061517 -1.769175
N 0.946290 -0.676854 -1.350078
O 1.508105 -0.759607 -0.285936
O -1.333888 -0.464155 1.655379
C -0.510972 0.279380 1.936012
O 0.306219 1.032474 2.206661

Forces on the atoms, in the same order (eV/Å):
0.33 -0.05 0.28
-2.54 1.98 -0.32
3.15 -2.76 0.19
-0.98 0.80 -0.15
-1.24 -1.21 -0.46
0.07 0.14 0.01
1.20 1.09 0.44